# 1
{
  "formula": "C6H10N2O3S",
  "method": "ωB97M-V/def2-TZVPD",
  "symbols": ["S", "O", "O", "O", "N", "N", "C", "C", "C", "C", "C", "C", "H", "H", "H", "H", "H", "H", "H", "H", "H", "H"],
  "coordinates": [[1.66896, -0.84971, 0.71537], [2.54829, 0.30168, 0.43850], [2.20222, -2.01656, 1.33382], [1.96575, 2.59898, 0.64943], [0.73093, -2.41854, -1.34395], [0.62194, -0.27233, 1.76244], [-2.99639, 0.30084, 0.08087], [-2.81592, 1.37359, 0.84345], [0.97554, -1.11387, -0.89710], [1.77025, 1.65363, -0.06273], [0.68887, 0.00767, -1.60551], [0.90762, 1.33043, -1.11256], [0.62909, 2.26217, -1.62318], [0.48435, -0.75098, 2.65017], [0.35662, -0.05752, -2.64090], [-0.07397, 0.50655, 1.75112], [-2.33888, -0.59526, 0.01962], [-3.60046, 2.00787, 1.10948], [0.82308, -2.65692, -2.30549], [1.18349, -3.11691, -0.81423], [-1.82790, 1.45440, 1.37515], [-3.90346, 0.05078, -0.32376]],
  "mulliken_charge": [1.11, -0.38, -0.67, -0.56, -0.61, -0.31, -0.33, -0.44, 0.37, 0.17, -0.19, -0.51, 0.36, 0.25, 0.34, 0.24, 0.18, 0.30, 0.20, 0.24, -0.03, 0.29],
  "lumo_energy_ev": 0.491,
  "e_tot_ha": -967.88750,
  "multiplicity": 1,
  "mol_weight_g_mol": 190.22,
  "smiles": "NC1=[S@@](N)(=O)OC(=O)C=C1.C=C",
  "max_force_ev_per_a": 3.33
}



# 2
{
  "formula": "C3H7NS2",
  "method": "ωB97M-V/def2-TZVPD",
  "symbols": ["S", "S", "N", "C", "C", "C", "H", "H", "H", "H", "H", "H", "H"],
  "coordinates": [[1.16613, -0.45624, -0.58919], [-1.90388, -0.42064, -0.02039], [-1.02306, 1.02779, 0.08303], [0.12092, 0.94939, -0.18821], [1.10310, 1.95850, 0.43067], [1.08333, -1.80499, 0.61043], [1.96275, -2.51226, 0.02095], [0.63797, 3.24899, -0.00228], [1.48825, -1.62692, 1.80143], [1.61520, 1.75228, 1.55598], [-3.16641, 0.12239, 0.19917], [2.37375, 1.91239, -0.19361], [0.20984, -2.67878, 0.67311]],
  "mulliken_charge": [-0.13, -0.12, -0.30, 0.43, -0.86, -0.70, 0.21, 0.24, 0.25, 0.26, 0.17, 0.24, 0.30],
  "lumo_energy_ev": 0.471,
  "e_tot_ha": -969.41412,
  "multiplicity": 1,
  "mol_weight_g_mol": 121.23,
  "max_force_ev_per_a": 9.42
}



# 3
{
  "formula": "C4H11NO3",
  "method": "ωB97M-V/def2-TZVPD",
  "symbols": ["O", "O", "O", "N", "C", "C", "C", "C", "H", "H", "H", "H", "H", "H", "H", "H", "H", "H", "H"],
  "coordinates": [[2.02736, 1.09952, 0.67097], [-3.22800, 0.74158, -0.80155], [0.38958, -0.03656, 2.15513], [-1.80090, -0.67298, 1.54642], [1.60461, -0.08756, -0.17727], [0.10518, -0.38022, -0.16683], [2.30236, -0.05657, -1.52427], [-0.43243, -0.38447, 1.26429], [3.43348, -0.02623, -1.23921], [-3.19018, 1.65011, -0.49336], [2.07483, -0.89995, 0.35659], [0.02098, -1.41132, -0.51199], [2.07673, 0.73042, -2.27174], [-4.15226, 0.62948, -0.95733], [-2.08375, -0.81252, 2.50932], [1.64215, 0.86858, 1.60318], [2.14471, -1.06957, -2.00712], [-0.44299, 0.25835, -0.91346], [-2.49147, -0.14011, 0.95823]],
  "mulliken_charge": [-0.64, -0.65, -0.67, -0.41, 0.41, -0.60, -1.25, 0.50, 0.30, 0.33, 0.20, 0.29, 0.34, 0.30, 0.26, 0.40, 0.32, 0.33, 0.25],
  "lumo_energy_ev": 0.287,
  "e_tot_ha": -439.46795,
  "multiplicity": 1,
  "mol_weight_g_mol": 121.14,
  "smiles": "C[C@@H](O)CC(N)=O.O",
  "max_force_ev_per_a": 3.60
}



# 4
{
  "formula": "C4H6N2O",
  "method": "ωB97M-V/def2-TZVPD",
  "symbols": ["O", "N", "N", "C", "C", "C", "C", "H", "H", "H", "H", "H", "H"],
  "coordinates": [[1.75539, 0.79608, 0.12438], [1.66148, -1.00021, -1.46319], [-0.87478, -0.64890, 0.72775], [-1.58290, -0.14237, -0.47404], [1.19999, -0.11270, -0.69494], [0.38006, 1.32301, 0.59750], [-0.18958, 0.23214, -0.28381], [-1.83031, -0.91837, -1.19272], [-0.64541, -1.64001, 0.77099], [-2.36503, 0.58359, -0.27345], [0.30362, 2.33862, 0.19025], [-0.53708, 0.18040, 1.47829], [2.68212, -0.99059, -1.44533]],
  "mulliken_charge": [-0.35, -0.66, -0.36, -0.49, 0.16, -0.70, 0.68, 0.28, 0.30, 0.25, 0.12, 0.50, 0.27],
  "lumo_energy_ev": 0.722,
  "e_tot_ha": -340.57213,
  "multiplicity": 1,
  "mol_weight_g_mol": 98.10,
  "max_force_ev_per_a": 0.56
}



# 5
{
  "formula": "C46H52N8RuS5",
  "method": "ωB97M-V/def2-TZVPD",
  "symbols": ["Ru", "S", "S", "S", "S", "S", "N", "N", "N", "N", "N", "N", "N", "N", "C", "C", "C", "C", "C", "C", "C", "C", "C", "C", "C", "C", "C", "C", "C", "C", "C", "C", "C", "C", "C", "C", "C", "C", "C", "C", "C", "C", "C", "C", "C", "C", "C", "C", "C", "C", "C", "C", "C", "C", "C", "C", "C", "C", "C", "C", "H", "H", "H", "H", "H", "H", "H", "H", "H", "H", "H", "H", "H", "H", "H", "H", "H", "H", "H", "H", "H", "H", "H", "H", "H", "H", "H", "H", "H", "H", "H", "H", "H", "H", "H", "H", "H", "H", "H", "H", "H", "H", "H", "H", "H", "H", "H", "H", "H", "H", "H", "H"],
  "coordinates": [[-1.33430, 1.49729, -0.29417], [-0.97603, -1.64219, 0.74022], [0.05043, 2.08847, 1.59481], [1.72795, 0.95250, -1.35216], [-1.79517, 3.78860, -1.04011], [1.75735, -1.64196, -0.13168], [0.60869, -1.86824, 0.88707], [-0.31909, 2.06151, 4.19750], [-3.39144, 1.73812, 0.34033], [2.23150, -0.18015, -0.32481], [-1.54117, -0.44118, 0.09031], [-2.34494, 1.00727, -2.06870], [-1.17871, 3.91186, 3.15916], [0.28154, 1.30202, -1.45910], [3.11755, -2.44391, 0.62767], [-1.84523, -3.20870, 4.36608], [-2.29687, -0.84252, 4.43716], [3.82048, -0.69030, -4.40207], [-1.63849, -3.11758, 0.00636], [0.96862, -3.72742, -4.06424], [3.05585, 4.58007, -0.31945], [2.32832, 0.96875, -5.30843], [-0.85221, -4.22710, -0.26554], [-0.66702, 2.54598, 5.53931], [-2.29078, -2.08580, 5.05353], [-1.41036, -3.09277, 3.05596], [0.16726, -2.66536, -3.66028], [-3.00244, -3.11508, -0.26718], [4.42843, 4.40513, -0.25616], [2.01657, -4.16074, -3.26432], [2.88322, -3.60532, 1.35719], [-2.15494, 2.02199, -3.11493], [2.23025, 3.50778, -0.63232], [-4.36563, 1.45792, -0.74673], [0.40993, -2.03220, -2.45531], [-3.21652, 4.17582, 0.04525], [4.39303, -1.92922, 0.43726], [1.46376, -2.47681, -1.66564], [-1.43890, -5.34364, -0.84560], [-2.54210, 3.41737, -2.66743], [2.27615, -3.53542, -2.05273], [3.34947, -0.42577, -3.12483], [5.46695, -2.60856, 0.99048], [-1.42303, -1.84164, 2.45280], [1.84603, 1.23849, -4.03837], [-1.61674, 4.53116, 4.42003], [-1.89295, 3.43590, 5.43214], [3.30872, 0.00145, -5.49087], [3.96893, -4.26956, 1.90079], [-2.79561, -5.34767, -1.13289], [5.25476, -3.77457, 1.71361], [-3.71156, 0.54723, -1.77009], [-3.55210, 3.03742, 1.00512], [2.80790, 2.27297, -0.86834], [-3.57845, -4.23704, -0.83723], [-1.86803, -0.71305, 3.12315], [-0.55550, 2.73711, 3.08326], [4.18523, 2.08299, -0.81928], [4.99497, 3.15765, -0.50540], [2.35660, 0.52963, -2.95806], [0.77462, -4.21937, -5.00815], [-1.09188, 2.01299, -3.34040], [6.09732, -4.29699, 2.14660], [-3.24904, -6.22199, -1.58033], [-4.31324, 0.46186, -2.67756], [-3.61316, 3.60450, -2.61531], [-1.87744, 0.24374, 2.61624], [-2.93953, 5.05682, 0.62405], [-2.64639, -2.18606, 6.07034], [-2.85199, 3.04721, 1.83545], [-0.85131, 1.67910, 6.17020], [-2.50337, 5.12796, 4.21526], [-1.84874, -4.17685, 4.84792], [-1.07658, -3.96839, 2.51420], [3.09427, -3.87344, -1.43169], [-3.60980, -0.44358, -1.33503], [-0.83429, -6.21343, -1.06486], [1.87757, -3.96837, 1.51449], [2.62488, 5.55519, -0.13680], [4.53910, -1.00752, -0.10659], [-4.04042, 4.47922, -0.59896], [-5.25932, 0.97454, -0.35080], [3.81198, -5.17023, 2.47830], [-3.45751, 1.00231, 1.04019], [1.94850, 1.52173, -6.15693], [4.62106, 1.11574, -1.03220], [-4.68366, 2.40241, -1.18262], [-0.19873, -1.20263, -2.11928], [6.46876, -2.22222, 0.86289], [-3.60288, -2.24763, -0.02633], [-2.12411, 3.87305, 6.40137], [3.68102, -0.20756, -6.48477], [0.18928, 1.19697, 4.08875], [-2.12694, 4.12977, -3.37913], [-1.26321, 4.42738, 2.30043], [-4.55833, 3.18149, 1.41164], [-1.79034, 0.19818, -2.33439], [-0.64748, -2.33460, -4.29106], [6.06788, 3.03029, -0.46107], [5.06791, 5.24514, -0.02045], [2.63815, -4.98715, -3.58139], [0.17694, 3.09665, 5.95892], [-4.63981, -4.25200, -1.04538], [-0.83499, 5.20046, 4.78370], [-2.69697, 1.75912, -4.02801], [-2.65224, 0.02613, 4.97752], [4.59740, -1.42955, -4.54427], [-2.75609, 2.84518, 5.11574], [1.08858, 1.99356, -3.88119], [0.20143, -4.23223, -0.03066], [3.75444, -0.96385, -2.27970], [1.15856, 3.62798, -0.70097]],
  "mulliken_charge": [0.99, 1.33, -0.49, 0.74, 0.02, 1.56, -0.45, 0.00, 0.13, -0.36, 0.13, 0.61, -0.13, -0.03, -0.41, -0.88, -0.96, -0.86, 0.67, -0.94, -1.02, -0.91, 0.28, -0.76, -0.91, -0.65, -0.65, -1.02, -0.59, -1.18, 0.00, 0.10, -0.44, -0.95, 0.67, -1.01, -0.03, 1.69, -0.86, -0.96, -0.28, 0.00, -0.92, 0.43, -1.03, -0.76, -0.52, -0.76, -0.89, -0.79, -0.63, -0.03, 0.34, 0.68, -0.88, -0.02, 0.04, -0.40, -0.98, 0.95, 0.51, -0.50, 0.45, 0.45, 0.65, 0.44, -0.07, 0.60, 0.44, -0.81, 0.45, 0.41, 0.46, 0.47, 0.51, -0.37, 0.53, 0.23, 0.48, 0.30, 0.52, 0.52, 0.49, 0.20, 0.48, 0.34, 0.27, -0.72, 0.49, 0.46, 0.42, 0.46, 0.30, 0.71, 0.24, 0.52, -0.13, 0.54, 0.45, 0.43, 0.52, 0.35, 0.51, 0.39, 0.58, 0.59, 0.51, 0.19, 0.42, 0.36, 0.35, 0.52],
  "lumo_energy_ev": [-6.530, -8.175],
  "e_tot_ha": -4306.96657,
  "multiplicity": 2,
  "mol_weight_g_mol": 978.38,
  "max_force_ev_per_a": 1.76,
  "charge": 3
}